The following is a quantum chemistry calculation of 2 unconnected molecules or ions with the total composition C4H14N3 at a distorted geometry, from the Open Molecules 2025 dataset.

The geometry in XYZ format:
```
21
Properties=species:S:1:pos:R:3:forces:R:3:nbo_charge:R:1
C 2.556 -0.300 1.800 -0.74 -0.18 1.09 -0.611
C 2.433 0.973 2.645 -1.86 0.85 -0.30 -0.631
H 3.235 -0.910 2.401 -0.14 -0.60 -0.79 0.237
H 1.562 -0.789 1.696 0.67 -0.10 0.44 0.166
H 2.900 -0.197 0.780 0.51 0.38 -0.08 0.197
H 3.056 1.803 2.296 0.07 -0.30 0.54 0.224
H 2.420 0.798 3.717 1.40 -0.32 0.17 0.229
H 1.394 1.344 2.700 0.07 0.26 -1.09 0.193
C -3.275 -0.506 -1.622 1.07 1.04 -3.62 -0.418
C -0.843 -0.091 -1.358 2.00 0.42 0.93 0.674
N -1.888 -0.103 -2.147 -2.30 -1.12 1.35 -0.559
N -0.822 -0.625 -0.116 -0.54 0.04 0.08 -0.777
N 0.297 0.510 -1.756 -0.92 -0.37 -0.06 -0.756
H -1.849 -0.184 -3.149 0.72 0.36 -0.05 0.436
H -1.544 -1.224 0.248 -0.12 0.02 -0.44 0.418
H -0.234 -0.285 0.636 0.27 0.23 -0.59 0.433
H 0.248 1.118 -2.556 0.33 0.06 0.04 0.425
H 1.151 0.384 -1.238 0.01 0.06 -0.15 0.430
H -3.896 0.366 -1.801 -0.07 0.41 1.42 0.242
H -3.248 -1.020 -0.691 -0.39 -0.07 0.40 0.217
H -3.653 -1.059 -2.486 -0.04 -1.08 0.73 0.230
```
Positions in Å, forces in eV/Å.

Values from the calculation:
- multiplicity = 1
- frontier orbital gap (Eh) = 0.4136
- HOMO energy (eV) = -14.244
- total charge = +1
- LUMO energy (eV) = -2.9904
- energy (eV) = -8838.92868
- M (g mol⁻¹) = 104.177
- relative energy (zero: lowest compared OMol25 entry of this formula, charge and spin) (kcal per mole) = 25.23